1.
{
  "formula": "C43H31Cl4F5GeO6PTi",
  "method": "the ωB97M-V functional and the def2-TZVPD basis",
  "de_lowest_kcal_mol": 4.82,
  "multiplicity": 1,
  "total_charge": -1,
  "lumo_energy_ev": 1.4,
  "total_energy_ev": -209983.23616,
  "species": ["Ti", "Cl", "C", "C", "C", "C", "O", "C", "C", "O", "C", "H", "H", "H", "H", "O", "C", "O", "C", "P", "C", "C", "C", "C", "C", "C", "C", "C", "C", "C", "C", "C", "H", "H", "H", "H", "H", "H", "H", "H", "H", "H", "H", "H", "Cl", "C", "Cl", "Cl", "C", "O", "O", "F", "C", "F", "C", "F", "F", "F", "C", "C", "C", "C", "C", "C", "Ge", "C", "C", "C", "C", "C", "C", "C", "C", "C", "C", "C", "C", "H", "H", "H", "H", "H", "H", "H", "H", "H", "H", "H", "H", "H", "H", "H"],
  "positions_angstrom": [[1.50111, 0.11512, -0.07912], [-0.24932, -3.75577, 5.98824], [-0.07724, -2.70428, 4.60940], [-1.09224, -1.77245, 4.32618], [-0.98694, -0.93088, 3.25313], [0.14574, -0.97238, 2.40199], [0.20478, -0.17587, 1.38736], [1.14558, -1.93248, 2.69474], [2.24509, -2.10400, 1.80929], [2.44597, -1.43828, 0.78823], [1.02086, -2.78921, 3.80707], [-1.96380, -1.73334, 4.96644], [-1.76780, -0.21977, 3.01614], [2.95951, -2.90599, 2.03387], [1.80018, -3.51404, 4.00956], [-1.22091, -0.32741, -3.17866], [-0.46515, -0.80567, -2.36168], [0.11671, -0.11389, -1.41381], [-0.11397, -2.28892, -2.38783], [-0.11610, -2.98979, -0.68254], [0.19204, -4.76852, -0.98177], [0.26514, -5.58315, 0.15102], [0.51634, -6.94077, 0.03830], [0.72344, -7.50585, -1.21401], [0.67158, -6.70541, -2.34449], [0.40244, -5.34662, -2.23036], [-1.91159, -2.97436, -0.31741], [-2.75603, -4.06818, -0.49964], [-4.10507, -3.97490, -0.18903], [-4.62645, -2.78415, 0.29711], [-3.79583, -1.68662, 0.47154], [-2.44354, -1.78088, 0.17448], [0.91104, -2.36758, -2.76258], [-0.79972, -2.79212, -3.06810], [0.11663, -5.14062, 1.13149], [0.55972, -7.55723, 0.92758], [0.93023, -8.56469, -1.30558], [0.83833, -7.13788, -3.32322], [0.35953, -4.73880, -3.12444], [-2.35898, -5.00046, -0.88208], [-4.74961, -4.83391, -0.33129], [-5.68014, -2.71049, 0.53711], [-4.19135, -0.74933, 0.83912], [-1.80057, -0.91747, 0.31941], [4.09401, 2.08425, -3.79462], [3.51389, 0.42829, -3.68411], [2.17862, 0.17200, -4.83099], [4.82884, -0.70015, -4.04854], [2.92090, 0.11675, -2.28444], [2.72605, -1.05739, -1.96271], [2.59075, 1.10270, -1.57229], [2.73260, 1.22349, 2.47553], [3.20908, 1.05876, 1.17840], [4.28802, 0.18858, 1.34263], [3.93951, 2.36556, 0.82877], [4.76307, 2.18883, -0.21157], [4.69843, 2.80470, 1.85735], [3.10078, 3.36280, 0.52376], [0.06327, 5.82329, 3.45821], [-0.43151, 6.07805, 2.18697], [-0.31117, 5.12059, 1.18822], [0.31616, 3.89721, 1.42902], [0.79335, 3.65244, 2.71548], [0.67167, 4.60475, 3.72067], [0.27436, 2.51220, 0.00951], [0.67104, 3.43191, -1.69361], [0.31338, 2.86772, -2.91951], [0.63412, 3.49587, -4.11600], [1.33955, 4.69010, -4.11448], [1.73178, 5.24655, -2.90558], [1.40104, 4.62100, -1.71031], [-1.67733, 2.13876, 0.07345], [-2.46709, 1.90810, -1.05092], [-3.84396, 1.74494, -0.94054], [-4.45806, 1.80104, 0.30149], [-3.68299, 1.99872, 1.43768], [-2.30975, 2.16360, 1.31910], [-0.02978, 6.56773, 4.23988], [-0.91929, 7.02158, 1.97152], [-0.72464, 5.32977, 0.20790], [1.27496, 2.71092, 2.93953], [1.05671, 4.39121, 4.71090], [-0.19615, 1.91211, -2.95835], [0.34493, 3.03443, -5.05282], [1.59821, 5.17415, -5.04876], [2.30377, 6.16716, -2.89005], [1.73112, 5.06580, -0.77980], [-2.01303, 1.84252, -2.03043], [-4.43437, 1.57002, -1.83206], [-5.53232, 1.68419, 0.38656], [-4.15041, 2.03855, 2.41539], [-1.72177, 2.34312, 2.21345]]
}

---

2.
{
  "formula": "C43H31N7ReS2",
  "method": "the ωB97M-V functional and the def2-TZVPD basis",
  "de_lowest_kcal_mol": 6.17,
  "multiplicity": 4,
  "total_charge": 2,
  "lumo_energy_ev": [-5.9, -6.8],
  "total_energy_ev": -79312.46437,
  "s2": 3.77,
  "species": ["Re", "C", "C", "C", "C", "N", "C", "N", "C", "N", "C", "N", "C", "C", "C", "C", "C", "N", "C", "C", "C", "C", "C", "C", "H", "H", "H", "H", "H", "H", "H", "H", "H", "H", "H", "H", "S", "C", "C", "C", "C", "C", "C", "N", "C", "C", "C", "C", "C", "C", "C", "H", "H", "H", "H", "H", "H", "H", "H", "N", "S", "C", "C", "C", "C", "C", "C", "C", "C", "C", "C", "C", "C", "H", "H", "H", "H", "H", "H", "H", "H", "H", "H", "H"],
  "positions_angstrom": [[0.63686, 0.57439, -0.14530], [1.43197, -3.77001, 0.04958], [0.83147, -4.16729, 1.24328], [0.16757, -3.28133, 2.04535], [-0.00294, -1.97210, 1.56624], [0.58436, -1.52035, 0.41585], [1.19676, -2.49761, -0.30956], [-0.77642, -1.26479, 2.39374], [-1.15841, -0.06600, 2.31278], [-0.70287, 0.88313, 1.43365], [-1.60263, 1.95866, 1.43067], [-1.65048, 2.99096, 0.69734], [-0.54024, 3.48593, -0.00439], [-0.60888, 4.86251, -0.31487], [0.40430, 5.50896, -0.97785], [1.51186, 4.76647, -1.29001], [1.57501, 3.41032, -1.00875], [0.54369, 2.75751, -0.37727], [-2.63698, 1.65886, 2.47723], [-3.80825, 2.37408, 2.92368], [-4.51730, 1.82543, 3.95033], [-4.19634, 0.56626, 4.51531], [-3.05160, -0.06931, 4.09415], [-2.31100, 0.42616, 3.01058], [2.03295, -4.43584, -0.55241], [1.01860, -5.21763, 1.62625], [-0.27863, -3.52560, 2.98884], [1.70439, -2.11539, -1.19907], [-1.52864, 5.40762, -0.05607], [0.36281, 6.55774, -1.22386], [2.27851, 5.24614, -1.88560], [2.41514, 2.83930, -1.28678], [-4.14695, 3.24078, 2.43035], [-5.42427, 2.31680, 4.32473], [-4.76828, 0.25476, 5.35561], [-2.68124, -0.92488, 4.61948], [4.93450, 0.70478, 1.36731], [4.06786, 1.75118, 2.42825], [4.56339, 2.48274, 3.48600], [3.64164, 3.19897, 4.21311], [2.25347, 3.23236, 3.94389], [1.79826, 2.56434, 2.80455], [2.70570, 1.74041, 2.10319], [2.45623, 1.05657, 0.95630], [3.56019, 0.43751, 0.48251], [3.49259, -0.13128, -0.82661], [4.56935, -0.65202, -1.55183], [4.48071, -1.04157, -2.86134], [3.27425, -0.87157, -3.50989], [2.18444, -0.39597, -2.83071], [2.23702, -0.01306, -1.50084], [5.59719, 2.36577, 3.80953], [3.95543, 3.66499, 5.15496], [1.56653, 3.77243, 4.60125], [0.80423, 2.65137, 2.46493], [5.48673, -0.78813, -0.95619], [5.39680, -1.51416, -3.29340], [3.15349, -1.11262, -4.57324], [1.27062, -0.19794, -3.40182], [-1.01324, 0.44190, -1.33960], [-2.02722, -0.43947, -2.35672], [-1.11162, -1.50259, -3.44871], [-0.65033, -2.75256, -3.04867], [-0.00377, -3.49664, -4.03916], [0.10117, -3.00690, -5.31263], [-0.37387, -1.72895, -5.67508], [-1.10724, -1.00365, -4.74207], [-2.87808, -1.49884, -1.24264], [-3.05378, -1.13983, 0.08226], [-3.68249, -1.99197, 0.92297], [-4.14901, -3.21772, 0.48647], [-4.09771, -3.53380, -0.87834], [-3.48589, -2.66006, -1.75345], [-1.47117, 1.35028, -1.41673], [-0.74896, -3.11757, -2.06437], [0.28322, -4.53102, -3.74639], [0.52985, -3.60027, -6.09372], [-0.27451, -1.30763, -6.65167], [-1.55330, -0.04553, -4.98298], [-2.53919, -0.21158, 0.40487], [-3.87898, -1.70053, 1.91263], [-4.59262, -3.87282, 1.25504], [-4.51236, -4.47426, -1.24393], [-3.46334, -2.94776, -2.81047]]
}

---

3.
{
  "formula": "C43H32AsCl5F6HfNO2P2",
  "method": "the ωB97M-V functional and the def2-TZVPD basis",
  "de_lowest_kcal_mol": 27.02,
  "multiplicity": 2,
  "lumo_energy_ev": [0.1, -0.9],
  "total_energy_ev": -210342.15303,
  "s2": 0.79,
  "species": ["Hf", "C", "P", "C", "C", "C", "C", "C", "C", "C", "C", "C", "C", "C", "C", "C", "C", "C", "C", "C", "P", "C", "C", "C", "C", "C", "C", "C", "C", "C", "C", "C", "C", "N", "H", "H", "H", "H", "H", "H", "H", "H", "H", "H", "H", "H", "H", "H", "H", "H", "H", "H", "H", "H", "H", "H", "H", "H", "H", "H", "Cl", "C", "C", "Cl", "C", "Cl", "C", "O", "C", "O", "C", "Cl", "Cl", "C", "C", "C", "C", "C", "C", "C", "H", "H", "H", "H", "H", "H", "F", "As", "F", "F", "F", "F", "F"],
  "positions_angstrom": [[0.02948, -0.55127, -0.44698], [1.28732, 1.30120, -2.57100], [1.67059, 1.75127, -0.79280], [3.45421, 1.59567, -0.50672], [3.88135, 1.65341, 0.81974], [5.23132, 1.58877, 1.12555], [6.16519, 1.44727, 0.10633], [5.74710, 1.36839, -1.21385], [4.39393, 1.44424, -1.52172], [1.44006, 3.55207, -0.99583], [2.13262, 4.27540, -1.96533], [1.91625, 5.63566, -2.10524], [1.00718, 6.28903, -1.27879], [0.32016, 5.57858, -0.30745], [0.54105, 4.21233, -0.16695], [-0.21861, 1.45763, -2.57116], [-1.09950, 2.17722, -3.32235], [-2.36186, 2.14739, -2.63647], [-2.19785, 1.41559, -1.49295], [-3.08335, 1.18356, -0.29148], [-2.16454, 1.80044, 1.23376], [-3.06878, 3.39058, 1.53528], [-4.46531, 3.42371, 1.56263], [-5.14330, 4.59666, 1.84775], [-4.43637, 5.76495, 2.11646], [-3.05217, 5.74254, 2.11122], [-2.37537, 4.55862, 1.82792], [-2.87071, 0.88349, 2.65950], [-3.89214, -0.05696, 2.58551], [-4.30125, -0.74317, 3.72380], [-3.69517, -0.49302, 4.94674], [-2.67901, 0.45170, 5.03179], [-2.26695, 1.12726, 3.89294], [-0.88604, 0.97786, -1.44332], [1.62387, 0.29277, -2.80748], [1.75319, 1.99211, -3.26877], [3.14922, 1.73919, 1.61716], [5.55518, 1.63388, 2.15741], [7.22018, 1.38539, 0.34196], [6.47426, 1.24642, -2.00683], [4.07351, 1.37260, -2.55585], [2.85719, 3.78443, -2.60575], [2.45687, 6.18995, -2.86228], [0.83705, 7.35207, -1.39592], [-0.39310, 6.08520, 0.33081], [0.00578, 3.63279, 0.57515], [-0.88382, 2.68609, -4.25013], [-3.27393, 2.63360, -2.94957], [-3.32488, 0.12721, -0.17913], [-4.01558, 1.73105, -0.40346], [-5.03369, 2.51772, 1.38373], [-6.22620, 4.59943, 1.87350], [-4.96539, 6.68257, 2.34163], [-2.49239, 6.64352, 2.33143], [-1.29314, 4.55080, 1.86266], [-4.37911, -0.26977, 1.64117], [-5.09300, -1.47861, 3.64897], [-4.00741, -1.03684, 5.82984], [-2.19967, 0.65365, 5.98212], [-1.46331, 1.85490, 3.96316], [3.99068, -5.00783, -3.55773], [3.40014, -3.80174, -2.48023], [4.13542, -3.44636, -1.35243], [5.64652, -4.20137, -1.02225], [3.65020, -2.46576, -0.48635], [4.51048, -1.98937, 0.92690], [2.44998, -1.83899, -0.75795], [1.90754, -0.87972, 0.02700], [1.70193, -2.20513, -1.88539], [0.51654, -1.56053, -2.05450], [2.17633, -3.17986, -2.74051], [1.22108, -3.58672, -4.11242], [2.56583, 0.81640, 8.25579], [2.05784, 0.41751, 6.64636], [1.90385, 1.43162, 5.70505], [1.49832, 1.11447, 4.42772], [1.23228, -0.22510, 4.04953], [0.79483, -0.54595, 2.76054], [1.41033, -1.22901, 5.03309], [1.81343, -0.91211, 6.31147], [2.10874, 2.45623, 5.98723], [1.37797, 1.90071, 3.68877], [0.61526, -1.57223, 2.47893], [0.65759, 0.26182, 2.04656], [1.21946, -2.26167, 4.76527], [1.94830, -1.68410, 7.05798], [-1.45655, -1.06955, 1.04676], [-1.88661, -2.75930, 0.39969], [-0.11081, -2.79708, 0.23876], [-1.88669, -1.83805, -1.10582], [-2.04438, -4.24110, -0.36178], [-3.53176, -2.44717, 0.56079], [-1.74289, -3.34416, 1.96797]]
}

---

4.
{
  "formula": "C43H32BrClF9N6O8PS2V",
  "method": "the ωB97M-V functional and the def2-TZVPD basis",
  "de_lowest_kcal_mol": 0.00,
  "multiplicity": 2,
  "lumo_energy_ev": [-0.3, 0.1],
  "total_energy_ev": -234102.75313,
  "s2": 0.84,
  "species": ["V", "N", "C", "N", "C", "C", "S", "C", "C", "S", "C", "N", "N", "H", "H", "H", "H", "H", "H", "C", "O", "C", "O", "H", "H", "H", "Br", "C", "C", "C", "C", "N", "C", "H", "H", "H", "H", "O", "C", "O", "C", "C", "C", "C", "C", "C", "H", "H", "H", "H", "H", "O", "N", "O", "Cl", "C", "C", "O", "O", "H", "H", "F", "C", "F", "F", "C", "C", "C", "C", "C", "C", "P", "C", "C", "C", "C", "C", "C", "C", "F", "F", "F", "C", "C", "C", "C", "C", "C", "C", "F", "F", "F", "H", "H", "H", "H", "H", "H", "H", "H", "H", "H", "H", "H"],
  "positions_angstrom": [[-2.16549, 0.14956, 0.80215], [-3.87315, 1.05457, 3.85927], [-3.84371, 2.00817, 2.86364], [-3.07424, 1.87852, 1.81615], [-3.11701, 3.04612, 1.02580], [-3.91197, 4.01771, 1.46008], [-4.73510, 3.47846, 2.91078], [-2.23337, 3.05949, -0.17798], [-1.93337, 4.09301, -1.00189], [-0.95207, 3.50837, -2.33223], [-1.12495, 1.88377, -1.76197], [-1.81552, 1.80826, -0.61863], [-0.49484, 0.82441, -2.28408], [-3.09992, 0.42742, 3.89491], [-4.20496, 1.32340, 4.77376], [-4.12065, 4.99737, 1.07000], [-2.14351, 5.11501, -0.85646], [-0.15610, 0.80007, -3.23318], [-0.75975, -0.10717, -1.94411], [0.01856, 1.07085, 4.06609], [-0.98435, 0.22743, 3.42673], [-0.65468, -0.17532, 2.16947], [-0.35520, 0.67386, 1.24181], [1.00318, 0.58890, 3.98242], [-0.29274, 1.18125, 5.10066], [0.03136, 2.00180, 3.54385], [-6.18767, -4.33997, 0.59779], [-4.85079, -3.51436, 1.62419], [-4.55615, -3.96571, 2.89809], [-3.51519, -3.33636, 3.55617], [-2.87078, -2.27608, 2.95580], [-3.23401, -1.76117, 1.78937], [-4.19024, -2.38686, 1.13124], [-5.13193, -4.76748, 3.33468], [-3.23374, -3.58842, 4.56238], [-2.03518, -1.83535, 3.45906], [-4.49454, -1.94386, 0.18984], [-5.37222, 1.52713, -0.85145], [-4.72692, 0.49024, -1.06896], [-3.84122, 0.02967, -0.23269], [-4.91421, -0.41089, -2.27417], [-4.15599, -1.59345, -2.41033], [-4.37525, -2.39911, -3.51653], [-5.19210, -2.00011, -4.55194], [-5.89412, -0.81555, -4.43462], [-5.76423, -0.04113, -3.27573], [-3.55244, -1.90723, -1.55276], [-3.85859, -3.36786, -3.57922], [-5.30733, -2.64128, -5.43982], [-6.54328, -0.48468, -5.24419], [-6.31868, 0.85063, -3.16801], [-1.34488, -3.25465, -1.36851], [-1.47546, -2.70360, -0.30616], [-1.29408, -1.35500, -0.40348], [-0.30035, -4.51527, 2.69524], [1.05050, -3.42448, 2.37018], [0.71635, -2.11160, 3.02457], [0.91225, -1.84164, 4.16736], [0.08386, -1.35827, 2.04836], [1.11014, -3.30053, 1.32350], [1.96543, -3.84843, 2.78487], [5.61735, 1.10103, -6.39388], [5.01478, -0.06129, -6.09867], [4.08514, -0.31045, -7.04317], [5.97504, -0.99568, -6.19082], [4.38652, -0.05804, -4.71938], [5.02647, 0.64900, -3.69583], [4.42022, 0.74921, -2.46063], [3.19618, 0.12803, -2.21427], [2.60431, -0.62442, -3.20893], [3.19714, -0.70733, -4.48015], [2.42144, 0.19732, -0.59165], [3.55040, -0.79502, 0.42252], [3.33799, -0.83286, 1.85154], [3.95604, -1.78555, 2.61457], [4.71976, -2.77240, 1.98567], [4.88787, -2.80787, 0.61127], [4.33133, -1.77681, -0.16729], [5.27997, -3.84783, 2.83276], [5.97472, -3.33992, 3.88981], [4.32153, -4.58172, 3.39249], [6.11329, -4.69101, 2.19731], [2.63902, 1.93786, -0.16032], [3.12723, 2.49042, 1.00526], [3.14396, 3.88328, 1.19474], [2.62702, 4.71143, 0.20808], [2.13869, 4.14464, -0.97132], [2.13785, 2.77700, -1.15355], [2.72589, 6.18373, 0.34765], [3.91472, 6.57111, 0.84918], [2.60024, 6.78856, -0.84313], [1.77251, 6.70236, 1.15410], [5.94959, 1.18390, -3.85460], [4.87180, 1.33449, -1.66133], [1.64739, -1.12566, -2.99907], [2.68832, -1.29809, -5.24643], [2.69312, -0.13718, 2.32859], [3.83683, -1.78152, 3.72417], [5.49126, -3.61341, 0.14473], [4.54808, -1.71730, -1.22355], [3.51105, 1.86672, 1.80771], [3.58874, 4.34277, 2.07905], [1.81526, 4.81623, -1.77658], [1.80058, 2.35976, -2.11780]]
}